Formula: C13H17Cl5IrN3O4S
Source: the Open Molecules 2025 dataset
Level of theory: wB97M-V/def2-TZVPD

```
44
Properties=species:S:1:pos:R:3:forces:R:3:lowdin_charge:R:1
Ir 0.6381 -0.5724 0.0791 0.052 -1.338 0.825 1.059
Cl 4.8008 -1.7295 3.2100 -0.004 0.002 0.014 0.855
Cl 6.2710 -4.2377 2.0944 -0.061 0.015 -0.019 0.911
Cl 2.6884 -4.6012 -1.8903 0.006 0.023 0.029 0.870
Cl 2.2689 -0.6560 1.7340 -0.071 0.035 0.133 0.826
Cl 5.2058 -5.7401 -0.4002 -0.004 0.016 -0.011 0.831
S 2.3066 0.6127 -0.9393 -0.171 0.373 0.036 0.770
O 1.6172 -2.2275 -0.6357 0.105 0.313 -0.454 -0.227
O -1.2528 1.0761 -0.7379 -0.490 0.149 -0.152 0.000
O -1.1052 -1.7988 -0.6039 0.034 0.126 -0.112 -0.227
O -0.6917 0.4063 1.2711 0.084 0.472 -0.390 -0.145
N -3.6874 2.1017 0.0593 -0.008 0.052 -0.036 0.125
N 2.7412 1.6976 -3.2502 0.005 -0.060 0.008 0.156
N 0.5788 0.9657 -2.9990 0.010 -0.098 0.009 0.168
C 1.7972 1.1256 -2.5250 0.103 -0.075 -0.147 -0.740
C 3.1360 -2.0683 1.1598 0.210 -0.014 -0.088 -0.506
C -4.1351 3.5512 0.3021 -0.017 -0.030 -0.034 -0.056
C 4.2404 -2.5134 1.8238 -0.118 0.034 -0.034 -0.671
C 2.6436 -2.6762 -0.0274 -0.135 0.044 0.187 -0.411
C -2.6594 1.7450 1.1057 0.036 -0.013 0.090 -0.152
C -2.2693 3.0951 1.7293 -0.001 -0.036 0.023 -0.090
C 3.3095 -3.8592 -0.5068 0.098 -0.064 0.014 -0.586
C 4.4184 -4.3483 0.1559 -0.007 0.013 -0.010 -0.683
C 4.9097 -3.6803 1.3102 0.072 -0.070 -0.002 -0.639
C -3.5775 3.8796 1.6765 -0.003 0.020 0.003 -0.128
C -1.4906 1.0309 0.4713 0.383 -0.062 0.031 -0.575
C -1.7519 -2.6900 0.3672 0.008 0.048 0.014 -0.026
H -1.8859 2.9579 2.7372 0.006 0.007 0.001 0.143
H -4.2587 3.5520 2.4628 -0.003 -0.004 -0.002 0.136
H -1.4974 3.5803 1.1279 -0.003 0.003 -0.011 0.141
H -3.4264 4.9507 1.7908 -0.005 -0.002 0.010 0.140
H -4.4845 1.4668 0.0956 -0.001 0.010 0.005 0.193
H -3.1264 1.1040 1.8524 -0.035 0.002 -0.031 0.179
H 0.3402 1.2667 -3.9334 0.006 -0.009 -0.007 0.150
H -0.1704 0.6730 -2.3908 -0.054 0.113 0.048 0.064
H 2.5698 2.0297 -4.1891 -0.024 0.063 0.024 0.150
H -0.7986 -2.3466 -1.3417 -0.019 -0.013 -0.001 0.114
H -5.2169 3.5963 0.2162 0.002 0.010 0.002 0.143
H -2.5992 -3.1656 -0.1194 -0.002 0.006 0.015 0.110
H -2.0877 -2.0650 1.1888 -0.004 -0.013 0.004 0.089
H -3.6866 4.1518 -0.4858 0.010 0.007 0.014 0.142
H 3.6818 1.7951 -2.8982 0.011 -0.028 -0.021 0.129
H -1.0415 -3.4350 0.7201 -0.014 -0.009 0.007 0.100
H -3.2624 1.9993 -0.8674 0.011 -0.015 0.012 0.169
```
Forces are in eV/Å.

Summary:
gap between HOMO and LUMO (spin up / spin down): 6.588 / 5.985 eV
highest occupied orbital energy (spin up / spin down): -17.3 / -17.5 eV
<S²>: 0.78
total charge: +3
energy above the lowest of the compared OMol25 structures with the same formula, charge and spin: 0.0 kJ/mol
calculated total energy: -3773.2865 hartree
spin multiplicity: 2

=====

Formula: C13H17CrIN2
Source: the Open Molecules 2025 dataset
Level of theory: wB97M-V/def2-TZVPD

```
34
Properties=species:S:1:pos:R:3:forces:R:3:lowdin_charge:R:1
I 1.5174 -2.2002 0.9084 0.975 -1.030 0.343 0.147
Cr -0.0223 -0.4393 0.0630 -0.646 0.109 0.270 0.126
N 0.4184 1.3393 0.8572 0.979 1.651 1.326 -0.045
N -1.6341 -0.1700 1.2059 -1.049 0.552 0.683 -0.027
C -3.6950 -0.8500 2.2696 0.213 -0.087 -0.387 -0.043
C 1.5994 2.0072 0.6852 -0.736 0.354 0.663 -0.088
C 1.9519 3.1081 1.4706 0.248 -0.421 -0.869 -0.054
C -0.4415 1.7712 1.8398 1.168 0.570 -0.354 -0.198
C -0.7159 -1.0360 -4.3972 0.000 0.276 -0.682 -0.192
C -2.6114 1.1730 2.9688 -0.062 -0.352 -0.310 0.000
C -0.9487 -0.8639 -1.5893 -0.430 -0.359 0.026 -0.316
C 0.6709 -0.3735 -4.3397 -0.223 -0.100 -0.694 -0.166
C -3.6674 0.2782 3.1048 0.387 0.003 -0.225 -0.052
C 1.0720 3.5652 2.4499 -0.547 -0.352 0.126 -0.058
C -0.1284 2.8823 2.6400 -0.020 0.073 -0.079 0.001
C -1.6111 0.9372 2.0111 -0.609 -0.805 0.233 -0.193
C -2.6735 -1.0348 1.3330 -0.033 0.278 0.390 -0.078
H -0.8334 3.1898 3.4187 0.389 -0.038 -0.335 0.109
H 1.2421 -0.6955 -5.2168 0.072 0.061 0.134 0.063
H 0.5830 0.7145 -4.4100 0.049 -0.058 0.159 0.069
H 2.9124 3.6054 1.2955 -0.434 -0.254 0.091 0.113
H 1.2627 -0.6355 -3.4590 -0.106 0.039 -0.140 0.049
H -4.5217 -1.5677 2.3314 0.478 0.294 -0.076 0.113
H -4.4499 0.4418 3.8506 0.299 -0.035 -0.306 0.113
H -2.6419 -1.8870 0.6520 -0.088 0.255 0.265 0.122
H 2.2509 1.6103 -0.0951 -0.110 0.136 0.294 0.120
H -0.0594 -0.8186 -2.2385 -0.491 -0.115 0.336 -0.038
H -2.5437 2.0558 3.5889 -0.092 -0.072 0.023 0.103
H -1.3953 -0.6717 -3.6318 0.193 -0.156 -0.450 0.010
H -1.1957 -0.8141 -5.3533 0.179 -0.085 -0.180 0.064
H -1.6402 -0.0393 -1.8401 0.144 -0.334 -0.023 0.020
H 1.3253 4.4296 3.0620 -0.090 -0.249 -0.122 0.111
H -0.6320 -2.1196 -4.3073 -0.068 0.020 0.061 0.076
H -1.4357 -1.8391 -1.7072 0.063 0.230 -0.192 0.019
```
Forces are in eV/Å.

Summary:
gap between HOMO and LUMO (spin up / spin down): 5.412 / 7.369 eV
highest occupied orbital energy (spin up / spin down): -6.1 / -8.3 eV
<S²>: 6.06
energy above the lowest of the compared OMol25 structures with the same formula, charge and spin: 60.2 kJ/mol
calculated total energy: -1957.2095 hartree
spin multiplicity: 5

=====

Formula: C13H17CrNO4S3
Source: the Open Molecules 2025 dataset
Level of theory: wB97M-V/def2-TZVPD

```
39
Properties=species:S:1:pos:R:3:forces:R:3:lowdin_charge:R:1
Cr 0.0578 0.0420 0.1842 0.171 -0.410 -0.360 0.589
S -0.5050 -2.3439 -0.2537 -0.300 -0.110 0.180 0.992
S -0.2717 0.0715 -2.2318 0.131 0.128 -0.042 0.992
S 2.2814 -0.8096 -0.0276 0.000 -0.013 -0.137 1.001
O 0.9900 3.9533 -0.7917 -0.039 -0.094 0.010 0.280
O 0.9614 1.7914 -0.5286 -0.009 0.161 0.376 -0.095
O -2.1468 -0.3100 3.7204 0.038 0.010 -0.117 0.267
O -0.7463 -0.7272 2.0146 0.290 0.362 0.066 -0.041
N -0.8568 1.6782 1.1708 -0.283 0.043 0.107 0.076
C 1.4827 -0.1968 -2.6704 0.006 0.089 -0.120 -0.401
C 0.4962 2.9048 -0.2319 0.137 0.054 -0.201 -0.369
C -1.5947 1.4576 2.2598 0.047 0.063 -0.045 -0.113
C 2.1284 -2.4455 0.7297 0.040 -0.101 0.085 -0.424
C 0.9867 -3.3017 0.1982 -0.013 -0.028 -0.064 -0.394
C 2.3208 -1.1502 -1.8270 0.085 -0.102 -0.040 -0.391
C -1.1659 -1.4203 -2.7377 -0.093 0.008 0.020 -0.429
C -0.6920 -2.6760 -2.0403 0.098 0.039 -0.019 -0.410
C -1.1552 4.0232 1.4307 0.049 -0.155 -0.030 0.095
C -0.5805 2.9307 0.7978 -0.208 0.002 0.150 -0.116
C -2.0177 3.7832 2.4991 0.002 0.018 0.015 0.069
C -2.2170 2.4832 2.9554 0.080 -0.056 -0.068 0.107
C -1.4843 0.0264 2.6700 -0.148 -0.061 0.080 -0.382
H 2.0106 -2.2311 1.7935 0.003 0.028 -0.021 0.100
H 1.9033 0.8080 -2.6509 -0.028 -0.002 0.006 0.095
H -2.4868 4.6142 3.0101 -0.013 0.005 0.000 0.152
H -0.9380 5.0423 1.1372 0.012 0.005 -0.015 0.148
H 1.5064 -0.5246 -3.7124 -0.047 -0.005 0.022 0.123
H 0.5960 4.8031 -0.5332 0.003 0.012 -0.021 0.172
H 3.0776 -2.9748 0.6198 0.001 0.063 -0.013 0.120
H 0.2520 -3.0332 -2.4451 -0.005 0.001 0.031 0.088
H -1.0915 -1.5014 -3.8241 0.035 -0.027 0.020 0.120
H 0.6891 -4.0305 0.9521 -0.010 0.025 -0.007 0.112
H 1.2731 -3.8618 -0.6913 -0.021 0.015 0.008 0.099
H -2.2111 -1.1969 -2.5127 0.022 0.021 0.018 0.106
H -2.0186 -1.2405 3.9880 -0.003 0.000 0.005 0.195
H -1.4234 -3.4794 -2.1354 -0.017 0.022 -0.009 0.116
H -2.8125 2.2802 3.8354 -0.005 -0.028 0.013 0.157
H 2.0424 -2.1895 -1.9744 -0.002 0.013 0.036 0.073
H 3.3599 -1.0486 -2.1469 -0.005 0.006 0.080 0.118
```
Forces are in eV/Å.

Summary:
gap between HOMO and LUMO (spin up / spin down): 7.746 / 8.639 eV
highest occupied orbital energy (spin up / spin down): -19.4 / -19.8 eV
<S²>: 3.87
total charge: +3
calculated total energy: -3099.3923 hartree
spin multiplicity: 4

=====

Formula: C13H17F5MnN2OTe
Source: the Open Molecules 2025 dataset
Level of theory: wB97M-V/def2-TZVPD

```
40
Properties=species:S:1:pos:R:3:forces:R:3:lowdin_charge:R:1
Te -2.2707 -2.7099 -0.0460 -1.980 -2.782 1.309 1.929
Mn -0.2180 0.3715 -0.6773 -1.804 -3.325 2.417 0.993
F -3.6280 -1.9850 1.0431 1.033 0.164 -1.102 -0.336
F -3.2129 -4.3359 0.2173 1.127 1.369 -0.441 -0.325
F -1.3528 -3.1239 1.5452 -0.262 -0.036 -1.191 -0.339
F -1.0553 -3.6873 -1.1543 -0.710 1.456 0.975 -0.354
F -3.3999 -2.5204 -1.5976 1.713 0.642 1.544 -0.349
O -1.2522 -1.1063 0.0500 0.668 1.135 -1.740 -0.592
N 0.4020 -0.0423 -2.3834 -0.332 0.655 -0.253 -0.019
N -1.3394 1.6413 -1.4518 0.260 0.485 -0.614 -0.026
C 1.5173 -1.6968 2.5874 1.503 0.113 -0.375 -0.171
C -2.1691 2.4280 -0.7226 0.699 -0.382 -0.709 -0.005
C 1.8150 -1.1415 -3.8946 -0.762 0.579 0.823 0.052
C -2.6311 3.5956 -1.3067 -0.020 -0.382 0.620 0.034
C -0.9569 1.8801 -2.7482 -0.813 1.082 0.788 -0.149
C 1.2276 -1.0799 -2.6318 -0.236 0.643 -0.714 -0.004
C -2.2726 3.8590 -2.6246 -0.097 0.237 -0.195 0.048
C 1.4832 -0.1150 -4.8013 0.825 -0.687 -0.405 0.048
C 0.4055 -0.9846 3.2871 -1.026 0.293 0.546 -0.176
C 0.5947 0.9272 -4.5423 -0.764 0.027 1.066 0.075
C -1.4578 3.0100 -3.3798 0.276 -0.843 0.455 0.077
C 1.1693 1.5883 0.0822 0.747 1.243 -0.403 0.001
C 0.0176 0.9302 -3.2787 1.028 -0.987 -0.339 -0.144
H 0.2941 1.7299 -5.2260 0.510 -0.659 -0.079 0.146
H -2.3712 2.0715 0.2917 -0.115 0.353 -0.261 0.159
H -1.1572 3.1706 -4.4088 -0.320 0.437 0.115 0.138
H -0.4400 -1.6658 3.5625 0.742 0.989 0.018 0.092
H 1.6409 -1.0946 1.6734 0.228 -0.819 -0.621 0.018
H 0.7453 -0.3049 4.0836 -0.275 -0.736 0.156 0.084
H 1.3521 -1.8132 -1.8344 0.141 0.130 -0.171 0.153
H 2.0488 1.4556 -0.5647 -0.220 -0.227 0.103 0.066
H 0.7890 2.6132 -0.0675 -0.046 -0.417 0.069 0.061
H 1.2715 -2.7612 2.3593 0.789 0.885 0.233 0.089
H 1.9747 -0.1574 -5.7584 0.009 0.087 -0.305 0.139
H 2.4958 -1.9699 -4.0655 -0.079 0.280 -0.498 0.145
H -3.2243 4.2643 -0.6793 0.033 -0.089 -0.534 0.150
H 0.1234 -0.3027 2.5050 -1.459 0.609 -0.024 0.002
H 2.4899 -1.4520 3.0734 -0.537 -1.231 -0.065 0.089
H 1.4170 1.4187 1.1319 -0.407 -0.533 0.039 0.063
H -2.6361 4.7693 -3.0650 -0.066 0.243 -0.234 0.140
```
Forces are in eV/Å.

Summary:
gap between HOMO and LUMO (spin up / spin down): 5.324 / 6.434 eV
highest occupied orbital energy (spin up / spin down): -16.2 / -16.2 eV
<S²>: 4.08
total charge: +2
energy above the lowest of the compared OMol25 structures with the same formula, charge and spin: 0.0 kJ/mol
calculated total energy: -2607.9323 hartree
spin multiplicity: 4

=====

What is the calculated total energy in the second record? -1957.2095 hartree

=====

What is the calculated total energy in the fourth record? -2607.9323 hartree

=====

Which of these has the lowest spin multiplicity? C13H17Cl5IrN3O4S